Below is an isolated molecule of C7H9N in a non-equilibrium geometry, with properties calculated with ωB97M-V/def2-TZVPD.

The geometry in XYZ format:
```
17
Properties=species:S:1:pos:R:3:forces:R:3
C -2.291 -0.207 0.314 0.88 2.48 -0.45
C -1.067 0.244 0.002 2.03 -2.95 1.30
C -0.518 1.528 -0.223 -0.28 4.44 -0.51
C 0.846 1.589 -0.388 -2.28 0.23 1.28
C 1.405 0.252 -0.130 1.40 0.51 -1.74
C 1.279 -0.442 1.184 -4.18 1.12 0.22
C 0.231 -0.653 0.033 -0.23 -0.38 -0.10
N 0.233 -1.851 -0.733 0.58 -0.49 0.47
H -3.001 0.607 0.472 -0.48 -0.67 -0.20
H -2.534 -1.230 0.430 -0.21 -0.74 0.27
H -1.230 2.453 -0.229 1.52 -1.60 -0.17
H 1.442 2.491 -0.547 -0.35 -0.32 0.01
H 2.303 0.045 -0.769 -0.98 -0.44 0.75
H 0.573 0.047 1.968 2.47 -0.73 -0.61
H 1.872 -1.321 1.259 0.38 -0.37 0.84
H -0.509 -2.520 -0.564 -0.05 0.30 0.28
H 0.143 -1.490 -1.645 -0.21 -0.38 -1.63
```
Positions in Å, forces in eV/Å.

Values from the calculation:
Gap between HOMO and LUMO in eV: 9.089
HOMO in hartree: -0.31066
Relative energy (zero: lowest compared OMol25 entry of this formula, charge and spin) in kcal/mol: 72.9
Total charge: 0
Structure (SMILES): C=C1C=C[C@H]2C[C@@]12N
Multiplicity: 1